# C3H5N5

C3H5N5 in the gas phase at a distorted geometry (ωB97M-V/def2-TZVPD, the Open Molecules 2025 dataset).

Computed properties:
HOMO-LUMO gap   0.31178 Eh
HOMO energy   -9.73 eV

Each line ends with the Löwdin charge.
Cartesian coordinates (Å):
C: -1.39 -1.18 0.24  -0.264
C: -0.29 -0.50 -0.05  -0.476
C: 1.77 1.17 -0.38  -0.185
H: -2.28 -0.03 1.58  0.003
H: -3.02 -0.90 0.66  0.061
H: -1.13 -1.85 1.35  0.203
H: -1.89 -1.97 -0.59  0.180
H: 2.40 2.08 -0.79  0.138
N: -2.41 -0.06 0.63  0.034
N: 0.43 -0.68 -1.28  0.144
N: 1.49 0.21 -1.33  0.001
N: 1.08 1.22 0.81  0.074
N: 0.18 0.13 1.01  0.087

# C4H11N2S

2 unconnected molecules or ions with the total composition C4H11N2S at a distorted geometry (ωB97M-V/def2-TZVPD, the Open Molecules 2025 dataset).

Computed properties:
HOMO-LUMO gap   0.22595 Eh
Net charge   -1
HOMO energy   -2.52 eV

Each line ends with the Löwdin charge.
Cartesian coordinates (Å):
C: 1.22 1.71 -2.47  -0.173
C: 0.57 0.39 -2.11  -0.396
C: 0.29 0.21 -0.61  -0.767
S: 1.80 0.30 0.40  0.183
H: 0.67 2.54 -2.03  0.063
H: 1.22 1.84 -3.56  0.052
H: 2.22 1.72 -2.03  0.028
H: -0.36 0.20 -2.67  0.086
H: 1.20 -0.47 -2.39  0.082
H: -0.24 -0.73 -0.46  0.025
H: -0.46 0.96 -0.29  0.044
N: -0.15 -1.06 2.67  0.068
C: -1.46 -1.36 2.72  -0.432
N: -2.27 -1.22 1.74  0.026
H: 0.31 -0.61 1.85  -0.051
H: 0.40 -1.13 3.50  0.065
H: -1.76 -1.77 3.69  0.097
H: -3.18 -1.53 2.05  -0.001

# C2H5NS

2 unconnected molecules or ions with the total composition C2H5NS at a distorted geometry (ωB97M-V/def2-TZVPD, the Open Molecules 2025 dataset).

Computed properties:
HOMO-LUMO gap   0.37872 Eh
HOMO energy   -9.50 eV

Each line ends with the Löwdin charge.
Cartesian coordinates (Å):
C: 2.55 -0.52 0.02  -0.935
C: -1.66 0.32 -0.02  -0.048
N: 1.41 -0.54 0.33  0.129
S: 3.97 -0.65 -0.54  0.717
H: -2.71 0.01 -0.09  0.037
H: -1.07 -0.23 0.62  -0.041
H: -1.37 0.21 -1.08  0.044
H: -1.70 1.31 0.44  0.037
H: 0.59 0.08 0.31  0.059

# C3H17N2O4

5 unconnected molecules or ions with the total composition C3H17N2O4 at a distorted geometry (ωB97M-V/def2-TZVPD, the Open Molecules 2025 dataset).

Computed properties:
HOMO-LUMO gap   0.33845 Eh
Net charge   +1
HOMO energy   -11.92 eV

Each line ends with the Löwdin charge.
Cartesian coordinates (Å):
C: -1.51 1.52 -0.14  -0.044
C: -1.20 0.06 -0.12  -0.285
C: -1.38 -0.78 -1.16  -0.148
N: -2.03 -0.51 -2.34  0.083
N: -0.35 -0.30 1.05  0.209
H: -1.91 1.94 -1.00  0.054
H: -0.66 2.16 0.11  0.067
H: -2.38 1.64 0.54  0.115
H: -0.98 -1.77 -1.13  0.110
H: -2.42 0.35 -2.73  0.114
H: -2.24 -1.38 -2.84  0.109
H: -0.72 -0.94 1.79  0.185
H: -0.16 0.58 1.54  0.080
H: 0.56 -0.75 0.72  0.137
H: 2.07 -1.81 -1.30  0.043
H: 1.17 -3.11 -1.17  0.048
O: 1.78 -2.52 -0.74  -0.015
H: 1.63 1.43 -2.26  0.060
H: 2.60 1.51 -1.12  0.058
O: 1.88 0.94 -1.45  -0.065
H: -0.14 2.90 1.98  0.051
H: -0.17 2.31 3.38  0.078
O: 0.01 2.09 2.46  -0.026
H: 1.90 -1.95 1.16  -0.015
H: 2.73 -1.69 2.62  0.062
O: 1.93 -1.94 2.14  -0.066

# C6H11NO2

2 unconnected molecules or ions with the total composition C6H11NO2 at a distorted geometry (ωB97M-V/def2-TZVPD, the Open Molecules 2025 dataset).

Computed properties:
HOMO-LUMO gap   0.40138 Eh
HOMO energy   -10.38 eV

Each line ends with the Löwdin charge.
Cartesian coordinates (Å):
C: 0.13 0.77 1.38  -0.021
C: 0.21 0.68 -0.13  -0.441
C: 0.37 -0.74 -0.66  -0.116
C: -0.82 -1.57 -0.44  -0.189
N: -1.85 -2.12 -0.39  0.158
C: -0.58 1.66 -0.97  -0.021
C: 0.91 1.77 -0.88  -0.315
O: 1.48 2.79 -0.13  -0.004
H: -0.01 1.80 1.71  0.087
H: -0.71 0.17 1.76  0.090
H: 1.06 0.39 1.84  0.094
H: 0.57 -0.73 -1.75  0.131
H: 1.23 -1.23 -0.18  0.131
H: -1.02 1.32 -1.91  0.113
H: -1.16 2.41 -0.43  0.120
H: 1.50 1.48 -1.76  0.149
H: 1.39 3.63 -0.59  0.102
O: -0.95 -4.30 1.54  -0.107
H: -0.09 -4.16 1.08  0.023
H: -1.66 -4.01 0.91  0.017

Computed values of energy above the lowest of the compared OMol25 structures with the same formula, charge and spin (unit: eV) for the preceding records, in sequence: 6.784, 0.298, 0.790, 1.371, 2.012.
Computed values of LUMO (unit: eV) for the preceding records, in sequence: -1.2, 3.6, 0.8, -2.7, 0.5.